Entry 1:
Formula: C12H28NO5P2PmS
Source: the Open Molecules 2025 dataset
Level of theory: ωB97M-V/def2-TZVPD

Positions of all 50 atoms, in Å:
Pm: 0.01 -0.24 0.77
S: 0.27 -0.44 4.11
P: -2.23 -0.96 -0.44
P: 2.15 1.30 0.62
O: -0.54 -3.66 -2.51
O: -0.16 -1.08 2.76
O: 0.55 -3.85 -0.04
O: 1.73 -0.39 4.01
O: -0.41 -1.24 5.08
N: -0.06 0.88 -1.55
C: -0.31 1.23 4.20
C: 0.91 2.43 -3.12
C: 0.07 1.92 -4.12
C: -3.61 0.15 -0.04
C: 0.82 1.88 -1.84
C: 2.36 2.14 2.22
C: -1.72 -0.87 -2.20
C: 3.65 0.38 0.19
C: 1.65 2.48 -0.68
C: -0.83 0.35 -2.52
C: -0.82 0.87 -3.83
C: -2.64 -2.66 0.04
H: -3.77 0.14 1.07
H: -1.19 -1.84 -2.41
H: 0.33 -4.01 0.89
H: -4.47 -0.25 -0.60
H: -2.88 -2.70 1.12
H: 0.82 -2.85 -0.11
H: -2.69 -0.81 -2.72
H: 0.45 1.83 4.68
H: 2.52 1.39 3.03
H: 4.46 1.14 0.16
H: 0.24 -3.64 -3.08
H: 0.10 2.34 -5.13
H: 3.47 -0.11 -0.79
H: 3.82 -0.41 0.95
H: 2.61 2.92 -1.02
H: 1.43 2.70 2.46
H: -1.77 -3.33 -0.15
H: -1.16 1.19 4.86
H: 3.23 2.81 2.08
H: -3.32 1.18 -0.34
H: -1.50 0.44 -4.57
H: -0.63 1.77 3.31
H: -0.19 -3.95 -1.63
H: 1.62 3.24 -3.29
H: 1.04 -1.56 -0.39
H: 1.04 3.23 -0.14
H: -0.90 1.45 1.23
H: -3.51 -2.94 -0.59

Results
⟨S²⟩: 6.007
2S+1: 5
HOMO (spin up / spin down) in eV: -7.42 / -7.43


Entry 2:
Formula: C7H5N3OS
Source: the Open Molecules 2025 dataset
Level of theory: ωB97M-V/def2-TZVPD

Positions of all 17 atoms, in Å:
S: -1.60 -2.44 -3.75
O: -0.63 -0.78 -1.86
N: -0.61 -2.03 0.07
N: -1.12 -2.73 -1.07
N: 0.73 2.64 0.14
C: 1.05 1.30 2.07
C: 0.20 0.31 0.17
C: 0.59 0.24 1.47
C: -0.43 -0.86 -0.46
C: 1.15 2.54 1.43
C: -1.10 -1.99 -2.27
C: 0.21 1.63 -0.42
H: 1.32 3.51 1.64
H: -1.42 -3.83 -1.14
H: 1.36 1.38 3.32
H: 0.54 -0.59 2.02
H: -0.24 1.69 -1.35

Results
HOMO in eV: -8.69
SMILES string: S=c1[nH]nc(-c2cccnc2)o1


Entry 3:
Formula: C29H45Cl8N3O2
Source: the Open Molecules 2025 dataset
Level of theory: ωB97M-V/def2-TZVPD

Positions of all 87 atoms, in Å:
Cl: 0.74 6.84 0.88
Cl: 3.23 -4.44 0.67
Cl: 5.21 -4.45 3.45
Cl: 6.93 1.09 -3.30
Cl: -1.44 5.54 -1.41
Cl: 5.01 -1.59 -4.16
Cl: -6.65 0.26 -4.38
Cl: -4.10 -1.99 -4.07
O: -2.08 -3.73 1.97
O: 0.92 1.38 2.81
N: 2.02 1.50 -2.79
N: 0.62 -3.63 0.79
N: -3.58 -0.39 -0.23
C: -0.84 7.52 0.39
C: 1.09 1.28 -2.06
C: -1.95 1.40 -3.02
C: 5.09 -5.73 2.22
C: 4.66 0.12 -4.49
C: -0.43 -1.68 5.71
C: -1.45 0.41 -1.85
C: 0.47 -0.17 -0.03
C: -6.67 -1.25 -3.44
C: -2.51 -2.71 4.32
C: -0.02 -2.70 3.16
C: -1.53 -3.06 3.11
C: 0.31 2.57 2.24
C: -4.22 2.55 -2.09
C: 2.35 1.54 2.98
C: -0.14 0.96 -1.04
C: -2.86 2.63 -2.53
C: 0.88 -1.55 -0.77
C: -1.85 6.44 0.07
C: -5.31 -1.57 -2.83
C: -2.58 -0.03 -0.82
C: -0.06 -2.72 -0.17
C: -0.45 2.33 -0.24
C: 0.48 -2.00 4.49
C: 4.85 -5.17 0.83
C: 0.76 2.85 0.70
C: 5.92 0.92 -4.76
C: -1.95 -2.02 5.62
C: 1.08 -2.94 2.02
H: -1.08 1.85 -3.64
H: -2.58 0.76 -3.75
H: 0.78 -1.51 -1.92
H: -0.67 8.18 -0.46
H: -7.41 -1.13 -2.65
H: -7.01 -2.05 -4.10
H: 1.75 2.35 0.41
H: -2.83 6.89 -0.09
H: 6.03 -6.28 2.24
H: -4.93 -0.73 -2.25
H: -1.44 2.17 0.32
H: -0.83 2.51 2.37
H: 2.80 0.78 3.74
H: -3.61 -2.97 4.24
H: 1.61 -1.73 4.58
H: 1.60 -1.93 1.83
H: 1.42 0.21 0.52
H: 6.53 0.46 -5.54
H: -4.53 3.27 -1.25
H: 0.09 -4.49 0.97
H: -5.00 1.80 -2.47
H: 0.65 3.47 2.91
H: -0.37 -3.38 -1.08
H: 1.90 -3.62 2.50
H: 2.00 -1.72 -0.57
H: -5.40 -2.43 -2.17
H: 0.84 3.98 0.57
H: -1.19 8.12 1.23
H: 2.87 1.31 1.98
H: 4.10 0.53 -3.64
H: 4.01 0.15 -5.37
H: 4.91 -5.97 0.09
H: -0.01 -1.19 6.68
H: -3.06 -3.68 2.11
H: 2.58 2.62 3.31
H: -2.68 -1.79 6.48
H: 5.66 1.93 -5.08
H: -0.60 3.14 -1.05
H: 4.29 -6.42 2.52
H: -2.39 3.68 -2.58
H: -1.03 -2.24 0.21
H: -1.94 5.72 0.89
H: -1.10 -0.56 -2.38
H: 5.59 -4.41 0.57
H: -0.33 -0.29 0.80

Results
HOMO in eV: -8.09
SMILES string: C=CC[C@H](C#N)[C@](C#N)(CCCNCc1ccccc1O)CCCOC.ClCCCl.ClCCCl.ClCCCl.ClCCCl